{"formula": "C42H56As3N9OSV", "method": "ωB97M-V/def2-TZVPD", "elements": ["V", "N", "C", "N", "C", "N", "N", "C", "N", "C", "C", "C", "C", "C", "N", "H", "H", "H", "H", "H", "H", "H", "H", "C", "As", "C", "C", "C", "C", "C", "As", "C", "C", "C", "As", "C", "C", "H", "H", "H", "H", "H", "H", "H", "H", "H", "H", "H", "H", "H", "H", "H", "H", "H", "H", "H", "H", "H", "H", "H", "H", "H", "H", "H", "C", "C", "N", "C", "C", "C", "C", "C", "C", "C", "C", "C", "N", "C", "H", "H", "H", "H", "H", "H", "H", "H", "O", "S", "C", "C", "C", "C", "H", "H", "H", "H", "H", "H", "H", "H", "N", "C", "C", "C", "C", "C", "C", "C", "H", "H", "H", "H", "H"], "positions_angstrom": [[-1.21, -0.55, 0.28], [1.00, -2.65, 2.08], [-0.02, -3.39, 1.60], [-0.04, -4.70, 1.84], [-1.09, -5.39, 1.41], [-1.13, -6.72, 1.57], [-2.13, -4.80, 0.81], [-2.00, -3.53, 0.61], [-0.97, -2.71, 0.90], [-3.13, -2.87, -0.06], [-4.26, -3.60, -0.39], [-5.33, -3.01, -1.04], [-5.20, -1.66, -1.29], [-4.04, -0.99, -0.89], [-3.00, -1.55, -0.30], [1.65, -3.14, 2.65], [0.77, -1.68, 2.28], [-0.39, -7.22, 2.05], [-1.92, -7.25, 1.27], [-4.23, -4.65, -0.15], [-6.23, -3.54, -1.30], [-6.00, -1.09, -1.77], [-3.92, 0.07, -1.12], [1.59, -2.35, -3.45], [2.03, -1.94, -1.58], [2.85, -3.69, -1.16], [3.65, -0.92, -2.02], [4.25, -0.12, -0.86], [4.45, -1.08, 0.34], [3.40, 1.12, -0.45], [1.99, 0.96, 0.89], [1.65, 2.88, 1.05], [3.18, 0.84, 2.46], [5.64, 0.37, -1.30], [5.98, 1.78, -2.68], [5.63, 3.42, -1.66], [4.35, 1.82, -3.81], [2.44, -2.83, -3.95], [1.36, -1.38, -3.92], [0.73, -3.00, -3.52], [3.49, -4.04, -1.96], [2.07, -4.43, -0.95], [3.45, -3.61, -0.24], [3.41, -0.25, -2.83], [4.41, -1.60, -2.40], [3.51, -1.44, 0.72], [4.95, -0.60, 1.16], [5.04, -1.96, 0.02], [2.95, 1.61, -1.30], [4.07, 1.85, -0.02], [2.36, 3.35, 1.72], [0.63, 3.13, 1.43], [1.72, 3.35, 0.08], [4.13, 1.28, 2.21], [3.30, -0.18, 2.87], [2.75, 1.44, 3.27], [6.23, -0.51, -1.59], [6.18, 0.76, -0.45], [6.28, 3.44, -0.78], [4.63, 3.55, -1.28], [5.92, 4.26, -2.30], [4.31, 0.88, -4.36], [4.48, 2.67, -4.49], [3.42, 1.96, -3.26], [-4.56, 0.60, 3.30], [-3.59, -0.07, 2.56], [-2.84, 0.52, 1.64], [-3.03, 1.85, 1.46], [-3.96, 2.61, 2.17], [-4.76, 1.95, 3.11], [-4.14, 4.00, 1.86], [-3.40, 4.58, 0.92], [-2.43, 3.85, 0.16], [-1.66, 4.45, -0.85], [-0.74, 3.69, -1.52], [-0.64, 2.33, -1.23], [-1.39, 1.73, -0.30], [-2.24, 2.50, 0.42], [-5.07, -0.01, 4.03], [-3.37, -1.10, 2.79], [-5.53, 2.46, 3.67], [-4.89, 4.57, 2.40], [-3.53, 5.64, 0.67], [-1.76, 5.51, -1.04], [-0.11, 4.07, -2.32], [0.07, 1.72, -1.79], [-0.56, -0.41, 3.07], [0.14, 0.59, 3.93], [0.49, -0.27, 5.54], [0.21, 0.74, 6.62], [-1.17, 1.32, 6.23], [-1.10, 1.70, 4.74], [1.51, -0.66, 5.54], [-0.22, -1.10, 5.58], [0.97, 1.50, 6.65], [0.18, 0.29, 7.62], [-1.46, 2.18, 6.82], [-1.95, 0.57, 6.42], [-0.80, 2.73, 4.55], [-2.02, 1.49, 4.20], [-1.09, -0.70, -2.04], [-1.33, -0.69, -3.17], [-1.68, -0.50, -4.50], [-2.49, -1.40, -5.20], [-2.96, -1.01, -6.43], [-2.66, 0.27, -6.92], [-1.77, 1.09, -6.25], [-1.26, 0.71, -5.03], [-2.69, -2.36, -4.76], [-3.57, -1.69, -7.00], [-3.10, 0.62, -7.84], [-1.53, 2.05, -6.70], [-0.57, 1.34, -4.48]], "e_above_lowest_ev": 0.0000, "multiplicity": 4, "max_force_ev_per_a": 2.9, "lumo_ev": [-5.039, -5.158], "total_charge": 2, "orbital_gap_ev": [6.78, 6.66], "total_energy_ha": -10251.25862, "homo_ev": [-11.81, -11.82]}

{"formula": "C4H11N3O2", "method": "ωB97M-V/def2-TZVPD", "elements": ["H", "N", "C", "N", "N", "C", "H", "H", "H", "H", "H", "H", "C", "C", "O", "O", "H", "H", "H", "H"], "positions_angstrom": [[-1.15, -1.48, -1.96], [-1.56, -1.31, -1.06], [-1.60, -0.17, -0.50], [-1.74, -0.12, 0.87], [-1.25, 1.03, -1.07], [-1.67, 1.40, -2.40], [-2.25, 0.69, 1.19], [-1.80, -1.01, 1.34], [-0.82, 1.69, -0.44], [-1.45, 2.45, -2.59], [-2.75, 1.24, -2.50], [-1.16, 0.80, -3.14], [1.43, 0.38, 2.14], [1.94, -0.30, 0.93], [1.79, 0.07, -0.21], [2.71, -1.37, 1.22], [1.12, -0.36, 2.89], [0.60, 1.05, 1.98], [2.22, 0.88, 2.70], [2.92, -1.80, 0.37]], "e_above_lowest_ev": 0.9228, "max_force_ev_per_a": 2.3, "lumo_ev": 0.763, "orbital_gap_ev": 9.25, "total_energy_ha": -473.76885, "homo_ev": -8.49}

{"formula": "C22H21ClCoF3NO5S2", "method": "ωB97M-V/def2-TZVPD", "elements": ["Co", "F", "C", "F", "F", "C", "C", "C", "C", "N", "C", "S", "H", "H", "H", "C", "S", "O", "C", "C", "C", "C", "C", "C", "H", "H", "H", "H", "H", "H", "H", "H", "C", "C", "C", "C", "Cl", "C", "C", "C", "O", "C", "C", "O", "O", "H", "H", "H", "H", "H", "H", "H", "H", "O", "H", "H"], "positions_angstrom": [[1.20, -1.23, -0.22], [3.57, -1.92, 5.42], [2.60, -1.86, 4.50], [1.95, -3.04, 4.51], [1.72, -0.92, 4.89], [3.16, -1.56, 3.14], [4.50, -1.32, 2.93], [4.98, -1.04, 1.65], [4.09, -1.00, 0.60], [2.79, -1.23, 0.82], [2.30, -1.51, 2.03], [0.58, -1.74, 1.88], [5.18, -1.36, 3.77], [6.03, -0.86, 1.48], [4.39, -0.79, -0.42], [-2.81, -0.91, -2.09], [-1.58, -0.33, -0.94], [-0.50, -1.44, -1.08], [-2.37, -0.64, 0.61], [-2.42, 0.42, 1.51], [-2.96, 0.21, 2.77], [-3.42, -1.06, 3.12], [-3.34, -2.11, 2.22], [-2.82, -1.91, 0.96], [-3.05, -1.95, -1.87], [-2.39, -0.81, -3.09], [-3.69, -0.27, -1.98], [-2.03, 1.39, 1.22], [-3.01, 1.02, 3.48], [-3.83, -1.22, 4.11], [-3.69, -3.10, 2.51], [-2.73, -2.74, 0.26], [0.05, 2.15, -4.26], [-0.75, 2.43, -3.02], [-2.13, 2.31, -3.06], [-2.92, 2.66, -1.97], [-4.64, 2.47, -2.06], [-2.34, 3.16, -0.82], [-0.96, 3.27, -0.75], [-0.17, 2.89, -1.83], [1.18, 3.09, -1.66], [2.06, 2.03, -1.94], [1.68, 0.72, -1.28], [1.98, -0.38, -1.82], [1.10, 0.67, -0.15], [-0.60, 2.15, -5.13], [0.55, 1.17, -4.23], [0.82, 2.91, -4.42], [-2.61, 1.98, -3.97], [-2.96, 3.46, 0.01], [-0.47, 3.65, 0.13], [3.03, 2.32, -1.51], [2.21, 1.84, -3.00], [1.46, -3.12, -0.66], [1.18, -3.64, 0.11], [0.86, -3.35, -1.39]], "e_above_lowest_ev": 0.0000, "max_force_ev_per_a": 0.3, "lumo_ev": -3.550, "total_charge": 1, "orbital_gap_ev": 7.87, "total_energy_ha": -4220.68949, "homo_ev": -11.42}

{"formula": "C3H5NO", "method": "ωB97M-V/def2-TZVPD", "elements": ["O", "C", "C", "C", "N", "H", "H", "H", "H", "H"], "positions_angstrom": [[2.58, 0.05, 0.16], [1.41, 0.11, -0.11], [0.14, -0.01, 0.64], [-1.11, -0.49, -0.07], [-0.87, 0.96, 0.18], [1.11, 0.20, -1.16], [0.18, -0.17, 1.69], [-0.93, -0.96, -1.07], [-1.98, -0.98, 0.47], [-0.54, 1.29, -0.74]], "e_above_lowest_ev": 1.9164, "max_force_ev_per_a": 1.7, "lumo_ev": 0.823, "orbital_gap_ev": 11.03, "total_energy_ha": -247.23681, "homo_ev": -10.21}

{"formula": "C5H18NO4S", "method": "ωB97M-V/def2-TZVPD", "elements": ["C", "N", "C", "O", "C", "C", "C", "S", "H", "H", "H", "H", "H", "H", "H", "H", "H", "H", "H", "H", "H", "H", "O", "H", "H", "O", "H", "H", "O"], "positions_angstrom": [[-0.80, -1.05, 0.47], [-0.11, 0.14, -0.07], [-0.64, 1.40, 0.47], [-1.98, 1.61, 0.30], [0.02, -1.75, 1.59], [1.50, -1.37, 1.59], [2.38, -1.65, 0.40], [2.04, -3.37, -0.26], [-0.83, -1.74, -0.37], [-1.79, -0.73, 0.80], [-0.28, 0.20, -1.07], [-0.37, 1.45, 1.55], [-0.02, 2.25, 0.09], [-0.03, -2.82, 1.37], [-0.34, -1.41, 2.56], [1.97, -1.56, 2.56], [1.46, -0.27, 1.66], [3.45, -1.59, 0.53], [2.09, -1.04, -0.44], [1.60, -3.03, -1.47], [-2.39, 1.11, -1.19], [-3.52, 0.23, -1.12], [-2.86, 0.44, -1.79], [-2.80, 3.04, -1.99], [-2.41, 3.15, -0.50], [-2.67, 3.70, -1.29], [2.25, 2.00, -2.08], [2.26, 1.19, -0.78], [2.84, 1.49, -1.50]], "e_above_lowest_ev": 0.6201, "max_force_ev_per_a": 2.2, "lumo_ev": 2.845, "total_charge": -1, "orbital_gap_ev": 7.23, "total_energy_ha": -955.22697, "homo_ev": -4.38}

{"formula": "C6H14O3Pt", "method": "ωB97M-V/def2-TZVPD", "elements": ["H", "C", "O", "C", "H", "H", "H", "H", "Pt", "C", "O", "C", "C", "O", "C", "H", "H", "H", "H", "H", "H", "H", "H", "H"], "positions_angstrom": [[-0.40, -1.31, -1.12], [1.87, -1.75, -2.27], [1.43, -2.58, -1.27], [1.46, -2.07, 0.05], [2.91, -1.40, -2.16], [1.55, -2.13, -3.24], [1.55, -2.90, 0.77], [2.43, -1.54, 0.00], [0.59, 0.06, -1.75], [0.94, -0.63, 1.00], [0.84, 0.40, 0.03], [0.40, 1.69, 0.50], [-1.08, 1.93, 0.38], [-1.78, 1.13, 1.29], [-3.12, 0.90, 0.92], [1.82, -0.39, 1.61], [0.00, -0.89, 1.49], [0.94, 2.42, -0.13], [0.74, 1.80, 1.54], [-1.41, 1.75, -0.66], [-1.26, 3.01, 0.58], [-3.57, 0.25, 1.68], [-3.68, 1.85, 0.86], [-3.18, 0.39, -0.06]], "e_above_lowest_ev": 4.2635, "multiplicity": 4, "max_force_ev_per_a": 6.9, "lumo_ev": [-4.524, -6.911], "total_charge": 1, "orbital_gap_ev": [7.16, 6.78], "total_energy_ha": -581.40486, "homo_ev": [-11.68, -13.69]}

{"formula": "C25H19AuClF5N3O2S", "method": "ωB97M-V/def2-TZVPD", "elements": ["Au", "C", "C", "C", "C", "C", "C", "N", "N", "C", "C", "C", "C", "C", "N", "H", "H", "H", "H", "H", "H", "H", "H", "H", "Cl", "F", "C", "C", "F", "C", "F", "C", "O", "C", "F", "C", "F", "C", "C", "C", "C", "C", "C", "C", "S", "C", "O", "H", "H", "H", "H", "H", "H", "H", "H", "H", "H"], "positions_angstrom": [[-0.64, -1.41, 0.55], [-1.88, 3.84, -1.92], [-0.74, 3.33, -1.46], [-0.65, 2.01, -0.76], [-1.92, 1.18, -0.88], [-3.09, 1.81, -1.38], [-3.09, 3.08, -1.87], [-2.06, -0.08, -0.42], [-3.25, -0.58, -0.58], [-3.48, -1.85, -0.16], [-4.79, -2.34, -0.19], [-5.04, -3.62, 0.25], [-3.98, -4.42, 0.66], [-2.70, -3.87, 0.65], [-2.47, -2.63, 0.27], [-1.90, 4.82, -2.38], [0.18, 3.88, -1.55], [-0.51, 2.20, 0.32], [-3.99, 1.21, -1.39], [-4.00, 3.51, -2.26], [-5.58, -1.68, -0.53], [-6.05, -4.00, 0.26], [-4.13, -5.43, 0.98], [-1.83, -4.44, 0.96], [1.02, -2.84, 1.25], [-1.11, 1.21, 7.10], [-0.82, 0.97, 5.82], [0.09, 1.78, 5.14], [0.66, 2.81, 5.76], [0.38, 1.52, 3.82], [1.25, 2.31, 3.16], [-0.22, 0.47, 3.09], [0.09, 0.34, 1.81], [-1.13, -0.31, 3.81], [-1.77, -1.33, 3.20], [-1.42, -0.07, 5.14], [-2.31, -0.84, 5.77], [5.43, -2.53, -3.21], [4.56, -1.51, -2.54], [4.91, -0.94, -1.32], [4.10, 0.01, -0.72], [2.94, 0.40, -1.36], [2.56, -0.14, -2.58], [3.37, -1.09, -3.16], [1.99, 1.69, -0.59], [2.56, 3.01, -1.69], [0.55, 1.34, -1.24], [6.18, -2.92, -2.53], [5.93, -2.09, -4.07], [4.82, -3.37, -3.57], [5.82, -1.25, -0.82], [4.36, 0.43, 0.24], [1.64, 0.16, -3.06], [3.09, -1.52, -4.11], [2.28, 2.79, -2.72], [3.64, 3.04, -1.60], [2.15, 3.97, -1.36]], "multiplicity": 3, "max_force_ev_per_a": 1.1, "lumo_ev": [-4.314, -5.509], "total_charge": 1, "orbital_gap_ev": [5.57, 4.33], "total_energy_ha": -2771.79543, "homo_ev": [-9.89, -9.84]}

{"formula": "C22H25CoN7O2", "method": "ωB97M-V/def2-TZVPD", "elements": ["Co", "O", "C", "N", "C", "C", "C", "C", "C", "C", "N", "C", "O", "C", "C", "C", "C", "C", "N", "C", "C", "C", "C", "C", "N", "H", "H", "H", "H", "H", "H", "H", "H", "H", "H", "H", "H", "N", "C", "C", "N", "C", "C", "N", "H", "H", "H", "H", "H", "H", "H", "H", "H", "H", "H", "H", "H"], "positions_angstrom": [[0.41, -0.09, 0.34], [-1.55, -1.23, -2.30], [-1.09, -0.07, -2.25], [0.09, 0.25, -1.69], [0.71, 1.47, -2.06], [0.72, 1.91, -3.38], [1.36, 3.08, -3.75], [2.03, 3.82, -2.78], [2.07, 3.38, -1.47], [1.43, 2.20, -1.08], [1.42, 1.65, 0.21], [2.02, 2.22, 1.26], [2.69, 3.26, 1.33], [1.82, 1.45, 2.56], [2.39, 1.96, 3.72], [2.17, 1.31, 4.92], [1.37, 0.17, 4.92], [0.85, -0.27, 3.72], [1.07, 0.34, 2.55], [-2.06, 1.02, -2.69], [-2.65, 0.99, -3.95], [-3.61, 1.94, -4.24], [-3.98, 2.86, -3.26], [-3.37, 2.77, -2.02], [-2.42, 1.88, -1.74], [0.25, 1.30, -4.14], [1.35, 3.40, -4.78], [2.53, 4.74, -3.05], [2.61, 3.95, -0.72], [2.98, 2.86, 3.64], [2.60, 1.68, 5.84], [1.15, -0.37, 5.83], [0.21, -1.15, 3.70], [-2.35, 0.24, -4.66], [-4.08, 1.97, -5.22], [-4.73, 3.61, -3.44], [-3.64, 3.45, -1.22], [-1.52, 0.61, 1.07], [-2.22, -0.49, 1.72], [-2.23, -1.70, 0.79], [-0.92, -1.93, 0.19], [-0.20, -3.17, 0.49], [1.09, -2.88, 1.24], [1.80, -1.78, 0.56], [-1.38, 1.39, 1.70], [-2.00, 0.97, 0.24], [-3.25, -0.24, 2.01], [-1.67, -0.74, 2.63], [-2.94, -1.50, -0.02], [-2.60, -2.57, 1.33], [-1.05, -1.88, -0.83], [0.05, -3.65, -0.46], [-0.81, -3.88, 1.05], [1.70, -3.79, 1.32], [0.87, -2.55, 2.25], [2.10, -2.07, -0.37], [2.63, -1.52, 1.08]], "e_above_lowest_ev": 0.0000, "multiplicity": 4, "max_force_ev_per_a": 0.4, "lumo_ev": [0.438, 0.449], "orbital_gap_ev": [7.24, 7.34], "total_energy_ha": -2769.99178, "homo_ev": [-6.80, -6.89]}

{"formula": "C6H15NO2", "method": "ωB97M-V/def2-TZVPD", "elements": ["C", "C", "C", "N", "C", "C", "C", "O", "O", "H", "H", "H", "H", "H", "H", "H", "H", "H", "H", "H", "H", "H", "H", "H"], "positions_angstrom": [[-0.63, 1.74, -0.78], [-0.68, 0.43, 0.01], [-1.90, -0.60, -0.54], [-2.35, -1.46, 0.53], [0.60, -0.38, 0.04], [1.17, -0.78, -1.32], [1.78, 0.39, 0.98], [1.41, 1.61, 1.57], [2.10, -0.48, 2.05], [-0.43, 2.58, -0.11], [0.13, 1.74, -1.56], [-1.59, 1.96, -1.25], [-1.00, 0.67, 1.03], [-1.58, -1.17, -1.40], [-2.73, 0.04, -0.85], [-1.68, -2.20, 0.74], [-3.25, -1.88, 0.32], [0.41, -1.32, 0.58], [0.87, -1.80, -1.57], [0.82, -0.14, -2.14], [2.26, -0.77, -1.32], [2.71, 0.58, 0.43], [0.64, 1.40, 2.12], [2.93, -0.16, 2.44]], "e_above_lowest_ev": 1.8247, "max_force_ev_per_a": 2.9, "lumo_ev": 0.920, "orbital_gap_ev": 9.97, "total_energy_ha": -442.81414, "homo_ev": -9.05}

- Which formula does entry 7 have?
  C25H19AuClF5N3O2S

Repeat the ninth record exactly.
{"formula": "C6H15NO2", "method": "ωB97M-V/def2-TZVPD", "elements": ["C", "C", "C", "N", "C", "C", "C", "O", "O", "H", "H", "H", "H", "H", "H", "H", "H", "H", "H", "H", "H", "H", "H", "H"], "positions_angstrom": [[-0.63, 1.74, -0.78], [-0.68, 0.43, 0.01], [-1.90, -0.60, -0.54], [-2.35, -1.46, 0.53], [0.60, -0.38, 0.04], [1.17, -0.78, -1.32], [1.78, 0.39, 0.98], [1.41, 1.61, 1.57], [2.10, -0.48, 2.05], [-0.43, 2.58, -0.11], [0.13, 1.74, -1.56], [-1.59, 1.96, -1.25], [-1.00, 0.67, 1.03], [-1.58, -1.17, -1.40], [-2.73, 0.04, -0.85], [-1.68, -2.20, 0.74], [-3.25, -1.88, 0.32], [0.41, -1.32, 0.58], [0.87, -1.80, -1.57], [0.82, -0.14, -2.14], [2.26, -0.77, -1.32], [2.71, 0.58, 0.43], [0.64, 1.40, 2.12], [2.93, -0.16, 2.44]], "e_above_lowest_ev": 1.8247, "max_force_ev_per_a": 2.9, "lumo_ev": 0.920, "orbital_gap_ev": 9.97, "total_energy_ha": -442.81414, "homo_ev": -9.05}